This record from the Open Molecules 2025 dataset describes an isolated molecule of C2H2ClIO2. The level of theory is wB97M-V/def2-TZVPD.

Values from the calculation:
DFT total energy, Eh: -985.57925
Frontier orbital gap (spin up / spin down), eV: 6.47 / 6.42
Molar mass, g mol⁻¹: 220.39
Relative energy (zero: lowest compared OMol25 entry of this formula, charge and spin), kcal/mol: 50.4

Geometry as ORCA input:
```
! RIJCOSX wB97M-V def2-TZVPD def2/J DEFGRID3
* xyz 0 3
C -0.351 0.437 -2.657
C 1.550 0.289 -1.064
O -0.699 -0.710 -2.521
O 0.595 1.072 -2.142
Cl -1.176 1.613 -3.740
I 1.933 1.543 0.534
H 2.423 0.277 -1.610
H 1.119 -0.628 -0.940
*
```

natural (NBO) population analysis, charges in e, atoms 1 to 6: 0.784 -0.467 -0.592 -0.536 -0.103 0.491